{"formula": "C18H22N4OS", "method": "ωB97M-V/def2-TZVPD", "multiplicity": 1, "homo_energy_ev": -7.70, "orbital_gap_ev": 8.395, "relative_energy_kcal_mol": 17.1, "smiles": "COc1ccc(C)cc1NC(=S)N1CCN(c2ccccn2)CC1", "symbols": ["C", "O", "C", "C", "C", "C", "C", "C", "C", "N", "C", "S", "N", "C", "C", "N", "C", "C", "C", "C", "C", "N", "C", "C", "H", "H", "H", "H", "H", "H", "H", "H", "H", "H", "H", "H", "H", "H", "H", "H", "H", "H", "H", "H", "H", "H"], "positions_angstrom": [[0.049, -5.788, 0.423], [0.034, -4.492, -0.122], [-0.997, -3.657, 0.220], [-2.008, -3.955, 1.115], [-3.010, -3.030, 1.376], [-3.033, -1.803, 0.736], [-4.114, -0.800, 1.002], [-2.020, -1.504, -0.168], [-0.994, -2.401, -0.422], [0.032, -2.166, -1.336], [0.395, -1.023, -1.982], [1.045, -1.170, -3.501], [0.221, 0.174, -1.364], [0.490, 1.392, -2.100], [1.932, 1.860, -1.858], [2.150, 2.045, -0.442], [1.958, 3.243, 0.195], [2.091, 4.483, -0.455], [1.952, 5.637, 0.284], [1.687, 5.556, 1.647], [1.580, 4.294, 2.198], [1.704, 3.176, 1.506], [1.896, 0.823, 0.289], [0.455, 0.339, 0.059], [0.920, -6.278, -0.010], [0.153, -5.764, 1.513], [-0.853, -6.347, 0.154], [-2.030, -4.906, 1.622], [-3.785, -3.283, 2.083], [-4.935, -1.252, 1.553], [-3.721, 0.029, 1.591], [-4.498, -0.394, 0.069], [-2.039, -0.564, -0.697], [0.407, -3.010, -1.752], [0.326, 1.206, -3.162], [-0.208, 2.158, -1.745], [2.125, 2.775, -2.413], [2.619, 1.087, -2.216], [2.313, 4.546, -1.507], [2.052, 6.600, -0.197], [1.571, 6.441, 2.251], [1.378, 4.155, 3.253], [2.059, 1.016, 1.348], [2.596, 0.060, -0.067], [0.292, -0.598, 0.587], [-0.241, 1.091, 0.443]], "nbo_charge": [-0.25, -0.51, 0.25, -0.28, -0.21, -0.03, -0.62, -0.26, 0.19, -0.63, 0.31, -0.26, -0.45, -0.24, -0.23, -0.42, 0.39, -0.31, -0.14, -0.32, 0.07, -0.50, -0.23, -0.24, 0.20, 0.18, 0.18, 0.22, 0.21, 0.22, 0.22, 0.22, 0.22, 0.44, 0.25, 0.20, 0.21, 0.22, 0.21, 0.21, 0.22, 0.19, 0.25, 0.20, 0.23, 0.21]}

{"formula": "C18H22NO3", "method": "ωB97M-V/def2-TZVPD", "multiplicity": 1, "homo_energy_ev": -10.77, "total_charge": 1, "orbital_gap_ev": 7.961, "relative_energy_kcal_mol": 3.8, "smiles": "COC(=O)[C@H](c1ccc2cc(OC)ccc2c1)[C@@H]1CCC[NH2+]1", "symbols": ["C", "O", "C", "O", "C", "C", "C", "C", "C", "C", "C", "O", "C", "C", "C", "C", "C", "C", "C", "C", "C", "N", "H", "H", "H", "H", "H", "H", "H", "H", "H", "H", "H", "H", "H", "H", "H", "H", "H", "H", "H", "H", "H", "H"], "positions_angstrom": [[-1.592, -4.042, 2.317], [-0.668, -3.000, 2.104], [-0.047, -3.075, 0.933], [-0.019, -4.046, 0.187], [0.841, -1.870, 0.528], [-0.033, -0.657, 0.075], [-0.957, -0.844, -0.946], [-1.814, 0.230, -1.308], [-1.751, 1.479, -0.693], [-2.653, 2.497, -1.027], [-2.673, 3.726, -0.372], [-3.673, 4.618, -0.726], [-3.648, 5.906, -0.115], [-1.650, 3.947, 0.587], [-0.759, 2.915, 0.976], [-0.788, 1.684, 0.328], [0.078, 0.615, 0.673], [1.908, -2.227, -0.540], [3.224, -2.711, 0.039], [4.286, -2.013, -0.756], [3.644, -0.695, -1.107], [2.257, -1.020, -1.296], [-2.092, -3.838, 3.282], [-1.146, -5.026, 2.387], [-2.349, -4.076, 1.527], [1.360, -1.590, 1.421], [-1.083, -1.768, -1.463], [-2.474, 0.078, -2.168], [-3.445, 2.295, -1.762], [-2.681, 6.422, -0.192], [-3.847, 5.826, 0.970], [-4.373, 6.567, -0.580], [-1.625, 4.847, 1.189], [-0.008, 3.165, 1.709], [0.764, 0.804, 1.471], [1.465, -2.979, -1.223], [3.295, -3.790, -0.024], [3.315, -2.409, 1.064], [4.530, -2.561, -1.689], [5.215, -1.849, -0.227], [3.784, 0.021, -0.254], [4.126, -0.176, -1.983], [1.695, -0.203, -1.025], [2.056, -1.179, -2.294]], "nbo_charge": [-0.27, -0.47, 0.81, -0.60, -0.33, -0.08, -0.28, -0.12, -0.09, -0.22, 0.32, -0.48, -0.26, -0.26, -0.19, 0.00, -0.21, -0.06, -0.42, -0.42, -0.24, -0.52, 0.21, 0.20, 0.20, 0.24, 0.23, 0.23, 0.23, 0.18, 0.18, 0.22, 0.23, 0.22, 0.22, 0.27, 0.26, 0.22, 0.22, 0.25, 0.23, 0.25, 0.47, 0.44]}

{"formula": "C18H23AlN3OSi", "method": "ωB97M-V/def2-TZVPD", "multiplicity": 1, "homo_energy_ev": -11.66, "total_charge": 1, "orbital_gap_ev": 7.225, "symbols": ["Al", "C", "C", "N", "N", "C", "O", "C", "C", "C", "C", "C", "C", "C", "C", "C", "C", "C", "N", "H", "H", "H", "H", "H", "H", "H", "H", "H", "H", "H", "H", "C", "Si", "C", "C", "C", "H", "H", "H", "H", "H", "H", "H", "H", "H", "H", "H"], "positions_angstrom": [[-0.360, -0.010, 0.087], [-1.560, 3.602, 1.940], [-0.989, 2.285, 1.562], [-1.345, 1.576, 0.565], [-2.160, 2.013, -0.458], [-1.691, 1.460, -1.556], [-0.644, 0.647, -1.549], [-2.337, 1.720, -2.846], [-3.587, 2.337, -2.895], [-4.183, 2.576, -4.119], [-3.534, 2.208, -5.292], [-2.289, 1.596, -5.244], [-1.690, 1.346, -4.021], [0.228, 1.717, 2.215], [0.751, 2.188, 3.399], [1.967, 1.684, 3.846], [2.626, 0.729, 3.095], [2.034, 0.281, 1.927], [0.867, 0.761, 1.490], [-2.319, 3.891, 1.218], [-0.778, 4.362, 1.976], [-2.015, 3.545, 2.931], [-4.078, 2.619, -1.973], [-5.156, 3.047, -4.162], [-4.003, 2.399, -6.248], [-1.788, 1.313, -6.159], [-0.724, 0.865, -3.968], [0.222, 2.946, 3.957], [2.395, 2.044, 4.771], [3.579, 0.325, 3.403], [2.504, -0.480, 1.319], [1.806, -3.220, 0.374], [0.135, -3.149, 1.216], [0.319, -2.724, 3.030], [-0.750, -4.777, 1.093], [-0.885, -1.831, 0.353], [2.497, -3.910, 0.860], [2.284, -2.236, 0.361], [1.697, -3.539, -0.665], [0.825, -3.526, 3.572], [-0.666, -2.596, 3.485], [0.887, -1.809, 3.202], [-0.192, -5.577, 1.583], [-0.918, -5.072, 0.056], [-1.724, -4.703, 1.583], [-1.870, -1.790, 0.838], [-1.075, -2.180, -0.671]], "nbo_charge": [1.95, -0.69, 0.32, -0.41, -0.39, 0.59, -0.86, -0.09, -0.17, -0.21, -0.16, -0.22, -0.17, 0.18, -0.21, -0.10, -0.23, 0.10, -0.59, 0.28, 0.25, 0.25, 0.23, 0.23, 0.23, 0.23, 0.23, 0.25, 0.25, 0.25, 0.23, -1.11, 1.66, -1.12, -1.12, -1.58, 0.25, 0.20, 0.25, 0.25, 0.24, 0.21, 0.25, 0.25, 0.24, 0.28, 0.28]}

{"formula": "C18H23Br2NO2ReSSbSe4", "method": "ωB97M-V/def2-TZVPD", "multiplicity": 2, "homo_energy_ev": [-4.10, -3.77], "total_charge": -1, "orbital_gap_ev": [3.921, 3.720], "relative_energy_kcal_mol": 103.9, "symbols": ["Re", "Br", "C", "Br", "H", "H", "Se", "Sb", "Se", "Se", "Se", "O", "N", "C", "C", "C", "C", "C", "S", "H", "H", "H", "H", "C", "C", "C", "C", "C", "C", "C", "C", "C", "C", "C", "C", "O", "H", "H", "H", "H", "H", "H", "H", "H", "H", "H", "H", "H", "H", "H", "H", "H", "H"], "positions_angstrom": [[0.672, -1.726, -0.022], [3.582, -0.358, 1.655], [2.665, -0.868, 0.023], [1.320, -3.255, -1.966], [3.387, -1.442, -0.541], [2.463, 0.073, -0.481], [-1.117, -3.185, 0.580], [-0.045, -5.046, 2.168], [3.250, -3.574, 3.000], [2.045, -3.664, 1.117], [-0.195, -7.084, 0.956], [0.291, -2.157, 3.345], [0.232, -1.003, 3.911], [0.227, -0.942, 5.274], [0.112, 0.243, 5.954], [0.017, 1.426, 5.230], [0.059, 1.365, 3.855], [0.173, 0.147, 3.171], [0.234, 0.197, 1.441], [0.309, -1.909, 5.741], [0.099, 0.236, 7.035], [-0.079, 2.381, 5.733], [0.013, 2.264, 3.255], [-2.833, -0.500, -0.377], [-2.704, 1.009, -0.535], [-2.907, 1.692, 0.823], [-1.472, 1.525, -1.294], [-1.577, 2.867, -1.671], [-0.676, 3.479, -2.514], [0.282, 2.682, -3.119], [0.419, 1.333, -2.815], [1.275, 0.526, -3.787], [2.629, 0.035, -3.290], [0.456, -0.616, -4.395], [-0.367, 0.787, -1.766], [-0.087, -0.475, -1.305], [-3.873, -0.750, -0.143], [-2.222, -0.856, 0.448], [-2.551, -1.041, -1.279], [-3.536, 1.326, -1.170], [-2.075, 1.457, 1.487], [-3.830, 1.331, 1.288], [-2.974, 2.778, 0.732], [-2.431, 3.432, -1.310], [-0.767, 4.530, -2.763], [0.921, 3.104, -3.888], [1.492, 1.228, -4.594], [2.520, -0.782, -2.588], [3.197, 0.843, -2.822], [3.212, -0.349, -4.133], [0.198, -1.357, -3.640], [1.031, -1.123, -5.175], [-0.467, -0.233, -4.838]], "nbo_charge": [0.67, 0.02, -0.71, -0.31, 0.23, 0.23, 0.04, 0.83, -0.49, -0.01, -0.74, -0.56, 0.08, -0.01, -0.24, -0.22, -0.21, 0.00, 0.00, 0.24, 0.22, 0.22, 0.23, -0.61, -0.23, -0.60, -0.04, -0.20, -0.23, -0.23, 0.04, -0.24, -0.60, -0.61, 0.27, -0.72, 0.20, 0.21, 0.22, 0.20, 0.22, 0.20, 0.20, 0.20, 0.21, 0.20, 0.19, 0.22, 0.20, 0.20, 0.23, 0.20, 0.20]}

no.,strongest force on any atom (eV/Å),molecular weight (g/mol),total energy (Eh)
1,0.59,342.5,-1391.56604
2,3.56,300.4,-979.33732
3,0.25,352.5,-1471.07692
4,1.81,1101.1,-16375.42231